Entry 1:
{
  "formula": "C27H34FeGeN10OS",
  "method": "wB97M-V/def2-TZVPD",
  "homo_energy_ha": [-0.2577, -0.3528],
  "homo_lumo_gap_ev": [3.62, 6.05],
  "charge": 1,
  "spin_multiplicity": 6,
  "energy_ha": -5410.6932,
  "species": ["Fe", "N", "C", "S", "N", "N", "C", "C", "C", "C", "C", "C", "N", "H", "H", "H", "H", "H", "H", "H", "C", "Ge", "C", "C", "C", "H", "H", "H", "H", "H", "H", "H", "H", "H", "H", "H", "C", "C", "N", "C", "C", "C", "C", "C", "C", "C", "C", "N", "C", "N", "H", "H", "H", "H", "H", "H", "H", "H", "H", "C", "N", "C", "C", "C", "N", "C", "O", "N", "H", "H", "H", "H", "H", "H", "H"],
  "coordinates": [[-0.5385, 0.0523, -1.4658], [-2.1103, 3.8536, -3.7871], [-1.8069, 2.6269, -3.3105], [-1.8977, 2.4641, -1.5215], [-1.4533, 1.6908, -4.1166], [-1.1936, 0.4813, -3.5120], [-1.2465, -0.5415, -4.2819], [-1.2829, -1.8727, -3.6699], [-1.2224, -3.0179, -4.4425], [-1.3377, -4.2484, -3.8114], [-1.5272, -4.2772, -2.4434], [-1.5825, -3.0774, -1.7411], [-1.4607, -1.8943, -2.3334], [-2.6474, 4.4793, -3.2122], [-2.1656, 3.9662, -4.7872], [-1.3808, -0.4229, -5.3534], [-1.0875, -2.9412, -5.5121], [-1.2838, -5.1647, -4.3824], [-1.6209, -5.2103, -1.9087], [-1.6855, -3.0788, -0.6685], [-2.2491, 3.8753, 1.6215], [-0.7490, 4.5902, 0.5946], [-1.1059, 6.4481, 0.1276], [0.9384, 4.3894, 1.5599], [-0.4951, 3.5652, -1.1005], [-2.6125, 4.6403, 2.3065], [-1.9538, 3.0082, 2.2065], [-3.0751, 3.5933, 0.9692], [-1.1900, 7.0364, 1.0405], [-2.0450, 6.5383, -0.4170], [-0.3084, 6.8720, -0.4803], [1.0486, 5.1597, 2.3208], [1.7786, 4.4666, 0.8702], [0.9790, 3.4174, 2.0518], [0.4011, 2.9579, -1.0381], [-0.3797, 4.2639, -1.9268], [3.3551, -2.0566, -2.1064], [2.1988, -1.3692, -2.4523], [1.1427, -1.3521, -1.6405], [1.1917, -1.9937, -0.4633], [2.3459, -2.6594, 0.0227], [3.4332, -2.6797, -0.8904], [2.5520, -3.2051, 1.3228], [1.8099, -3.4121, 2.4856], [0.4606, -3.4155, 2.8949], [0.1852, -3.5925, 4.2851], [-1.1027, -3.5967, 4.7187], [-2.1615, -3.4775, 3.8780], [-1.8183, -3.3717, 2.6087], [-0.6141, -3.3016, 2.0581], [4.1910, -2.0750, -2.7915], [2.1159, -0.8210, -3.3800], [0.3032, -1.9853, 0.1591], [4.3457, -3.1899, -0.6062], [3.5910, -3.4918, 1.4581], [2.4500, -3.7020, 3.3126], [0.9992, -3.7175, 4.9853], [-1.3395, -3.7143, 5.7692], [-2.6514, -3.3183, 1.9093], [3.3803, 0.6018, 1.1940], [1.9488, 0.5695, 1.4884], [1.4914, 0.2167, 2.7185], [0.1735, 0.1367, 2.9987], [-0.7344, 0.3679, 1.9268], [-0.2807, 0.6299, 0.6999], [1.0535, 0.7759, 0.4701], [1.4224, 1.0399, -0.6852], [-2.0492, 0.3592, 2.1218], [3.9140, 0.9186, 2.0860], [3.5540, 1.3073, 0.3871], [3.7160, -0.3883, 0.8838], [2.2514, 0.0112, 3.4598], [-0.1761, -0.1374, 3.9804], [-2.4381, -0.0400, 2.9630], [-2.6605, 0.4401, 1.3244]],
  "forces_ev_per_a": [[0.417, -0.233, -0.374], [0.009, -0.084, 0.000], [0.084, -0.067, 0.045], [0.288, 0.050, -0.145], [0.031, -0.033, -0.053], [-0.022, -0.290, -0.087], [-0.145, 0.390, 0.289], [-0.052, 0.019, 0.084], [-0.005, 0.104, 0.070], [-0.017, -0.017, 0.073], [-0.003, 0.008, 0.002], [0.149, -0.001, -0.158], [-0.003, 0.060, 0.038], [0.002, -0.006, -0.022], [0.040, 0.013, -0.010], [-0.019, 0.013, 0.010], [0.014, 0.000, -0.024], [0.001, -0.018, -0.001], [-0.018, -0.025, 0.031], [-0.044, -0.004, 0.249], [0.047, 0.033, -0.064], [0.027, -0.013, 0.029], [0.023, -0.058, 0.008], [-0.071, 0.020, -0.058], [-0.206, 0.046, 0.131], [0.003, 0.022, 0.025], [0.011, -0.059, 0.032], [-0.046, 0.002, -0.008], [-0.007, 0.041, 0.013], [-0.038, 0.003, -0.024], [0.033, 0.000, -0.018], [-0.004, 0.021, 0.037], [0.035, 0.008, -0.001], [0.013, -0.062, 0.020], [0.073, -0.072, -0.048], [-0.035, 0.057, 0.039], [0.206, -0.084, 0.036], [-0.322, 0.235, -0.287], [-0.395, -0.170, 0.629], [0.190, -0.189, 0.002], [-0.148, -0.084, 0.354], [0.123, 0.037, -0.131], [-0.056, 0.082, -0.261], [0.258, 0.086, 0.077], [-0.368, 0.032, 0.090], [0.149, 0.034, -0.069], [-0.201, -0.013, -0.018], [0.094, -0.023, 0.137], [-0.205, 0.229, -0.228], [0.352, 0.199, -0.370], [0.010, -0.002, -0.021], [-0.011, 0.052, -0.039], [-0.093, -0.042, 0.014], [-0.013, -0.029, 0.011], [0.020, -0.023, -0.006], [0.053, -0.012, 0.014], [0.041, -0.002, 0.028], [0.005, 0.011, 0.037], [-0.028, 0.020, -0.044], [0.113, -0.009, -0.082], [-0.107, 0.059, 0.028], [0.007, -0.054, 0.028], [-0.100, 0.007, -0.090], [0.383, -0.118, 0.099], [-0.139, -0.132, -0.237], [0.135, -0.024, -0.090], [-0.162, 0.356, 0.135], [-0.429, -0.304, 0.021], [0.002, -0.010, 0.010], [0.002, -0.003, 0.036], [-0.019, 0.015, 0.005], [-0.008, 0.002, -0.010], [-0.004, -0.030, 0.049], [0.070, 0.024, -0.036], [0.029, 0.008, 0.053]]
}



Entry 2:
{
  "formula": "C21H18Cl3FeN10O3",
  "method": "wB97M-V/def2-TZVPD",
  "homo_energy_ha": [-0.3642, -0.3645],
  "homo_lumo_gap_ev": [6.49, 6.52],
  "charge": 1,
  "spin_multiplicity": 5,
  "energy_ha": -4228.4028,
  "species": ["Fe", "N", "C", "N", "C", "N", "N", "C", "C", "C", "C", "C", "C", "N", "C", "C", "C", "C", "C", "C", "H", "H", "H", "H", "H", "H", "H", "H", "H", "H", "H", "N", "N", "C", "N", "N", "N", "O", "O", "H", "H", "H", "H", "H", "Cl", "C", "C", "C", "Cl", "C", "O", "C", "Cl", "C", "H", "H"],
  "coordinates": [[0.8980, -0.5188, 0.0105], [-3.4886, 1.1917, 0.3942], [-2.4144, 0.4075, 0.5276], [-1.1925, 0.8365, 0.6035], [-0.9478, 2.1874, 0.4569], [0.2615, 2.6518, 0.4146], [1.2201, 1.6596, 0.4259], [2.3947, 2.0573, 0.7244], [3.5043, 1.1127, 0.5859], [4.8103, 1.5008, 0.8478], [5.8343, 0.5964, 0.6105], [5.5099, -0.6525, 0.1116], [4.1749, -0.9604, -0.1109], [3.1816, -0.1104, 0.1310], [-2.0724, 3.1107, 0.3303], [-1.9093, 4.4946, 0.2128], [-3.0113, 5.3087, 0.0732], [-4.2942, 4.7568, 0.0447], [-4.4783, 3.3950, 0.1545], [-3.3611, 2.5776, 0.2967], [-4.3990, 0.7663, 0.3268], [-2.5829, -0.6647, 0.5623], [2.5808, 3.0881, 1.0111], [5.0126, 2.4986, 1.2132], [6.8641, 0.8689, 0.7973], [6.2707, -1.3861, -0.1136], [3.8984, -1.9220, -0.5215], [-0.9081, 4.9007, 0.2318], [-2.8852, 6.3785, -0.0182], [-5.1547, 5.4027, -0.0664], [-5.4714, 2.9643, 0.1283], [0.7585, -0.7130, 2.3530], [0.9431, -2.0200, 2.8165], [1.3150, -2.9976, 1.9440], [1.3833, -4.2454, 2.3856], [1.5613, -2.5548, 0.7252], [1.8146, -3.4206, -0.3002], [1.8699, -4.6285, -0.1263], [1.9396, -2.8666, -1.3813], [1.3606, -0.0715, 2.8550], [-0.2124, -0.4291, 2.4409], [0.7221, -2.2474, 3.7704], [1.1386, -4.4720, 3.3335], [1.6027, -4.9690, 1.7178], [-3.4798, -2.1523, -5.5061], [-2.6615, -2.0154, -3.9852], [-1.6641, -1.0685, -3.8282], [-1.0345, -0.9844, -2.6024], [0.2209, 0.2242, -2.3780], [-1.3227, -1.8074, -1.4999], [-0.7145, -1.7151, -0.3581], [-2.3608, -2.7356, -1.7286], [-2.8198, -3.7597, -0.4045], [-3.0183, -2.8499, -2.9372], [-1.3860, -0.4140, -4.6417], [-3.8009, -3.5846, -3.0610]],
  "forces_ev_per_a": [[-0.184, 0.005, 0.265], [0.116, -0.067, -0.011], [-0.138, -0.017, -0.032], [0.132, 0.024, -0.022], [0.040, 0.046, -0.047], [-0.036, -0.081, 0.164], [-0.010, 0.190, 0.038], [-0.053, -0.101, -0.132], [0.011, -0.009, -0.014], [-0.050, -0.041, -0.019], [-0.027, -0.021, -0.005], [0.017, 0.028, 0.008], [0.010, -0.092, -0.010], [-0.016, 0.036, -0.053], [-0.067, 0.017, -0.015], [-0.022, -0.030, 0.013], [0.024, 0.015, 0.000], [-0.023, -0.002, 0.002], [0.014, 0.025, 0.009], [0.061, 0.003, 0.002], [-0.041, -0.002, -0.013], [-0.007, 0.016, 0.035], [0.000, 0.033, -0.032], [-0.005, 0.000, 0.000], [-0.002, 0.000, 0.002], [0.003, 0.008, 0.000], [-0.014, 0.029, 0.022], [-0.001, 0.000, 0.000], [-0.002, -0.003, 0.002], [0.001, -0.004, -0.002], [0.003, -0.007, -0.002], [-0.018, -0.126, 0.056], [0.170, -0.110, -0.132], [-0.308, 0.204, 0.025], [0.003, 0.080, 0.211], [0.426, 0.127, -0.206], [-0.458, 0.062, -0.193], [0.166, 0.048, -0.104], [0.095, -0.183, 0.288], [0.021, 0.015, 0.032], [0.006, 0.001, 0.007], [-0.041, -0.020, 0.059], [-0.026, -0.028, -0.013], [0.011, -0.025, -0.053], [-0.023, -0.003, -0.045], [0.029, 0.049, -0.026], [-0.052, -0.064, 0.028], [-0.005, 0.038, -0.031], [0.060, -0.103, -0.063], [-0.006, 0.048, -0.075], [0.198, -0.069, 0.029], [-0.019, 0.037, 0.006], [-0.004, -0.009, 0.026], [0.050, 0.036, 0.029], [-0.005, -0.002, -0.005], [-0.004, -0.002, -0.007]]
}



Entry 3:
{
  "formula": "C4H9NO",
  "method": "wB97M-V/def2-TZVPD",
  "homo_energy_ha": -0.3107,
  "homo_lumo_gap_ev": 9.48,
  "energy_ha": -287.7193,
  "species": ["C", "C", "C", "O", "N", "C", "H", "H", "H", "H", "H", "H", "H", "H", "H"],
  "coordinates": [[3.0490, -0.1137, 0.5626], [2.4605, 0.8683, -0.1171], [-0.6013, 0.4579, -0.3881], [-0.2600, -0.6071, 0.3599], [-1.9198, 0.4112, -0.5896], [-2.8566, -0.5939, -0.1063], [0.7029, -0.5475, 0.4700], [3.4361, -1.0008, 0.0661], [3.1814, -0.0624, 1.6411], [2.0641, 1.7538, 0.3723], [2.3181, 0.8206, -1.1930], [-2.2898, 1.1798, -1.1226], [-3.7409, -0.6067, -0.7477], [-2.3809, -1.5753, -0.1312], [-3.1626, -0.3841, 0.9238]],
  "forces_ev_per_a": [[-0.041, 0.114, -0.062], [0.108, -0.111, 0.070], [-0.594, -0.238, 0.063], [0.202, 0.157, -0.070], [0.371, 0.246, -0.119], [-0.058, -0.146, 0.088], [-0.074, -0.038, 0.021], [-0.067, 0.136, 0.048], [-0.033, 0.012, -0.151], [0.088, -0.136, -0.051], [0.048, -0.005, 0.159], [0.005, -0.075, 0.033], [0.131, 0.027, 0.094], [-0.105, 0.115, 0.001], [0.018, -0.058, -0.123]]
}



Entry 4:
{
  "formula": "C17H22O5",
  "method": "wB97M-V/def2-TZVPD",
  "homo_energy_ha": -0.3213,
  "homo_lumo_gap_ev": 9.33,
  "smiles": "C=C(C)C(=O)OCCCCCCOc1ccc(C(=O)O)cc1",
  "energy_ha": -1037.2085,
  "species": ["C", "C", "C", "C", "O", "O", "C", "C", "C", "C", "C", "C", "O", "C", "C", "C", "C", "C", "O", "O", "C", "C", "H", "H", "H", "H", "H", "H", "H", "H", "H", "H", "H", "H", "H", "H", "H", "H", "H", "H", "H", "H", "H", "H"],
  "coordinates": [[0.1489, 1.6977, 2.1074], [-0.6721, 0.7145, 2.4597], [-0.4923, -0.1412, 3.6715], [-1.9076, 0.4279, 1.6782], [-2.8633, -0.1596, 2.1217], [-1.8430, 0.9050, 0.4279], [-3.0103, 0.7728, -0.3849], [-3.2171, 2.0358, -1.2168], [-2.4699, 2.0753, -2.5514], [-0.9425, 2.1464, -2.4507], [-0.2717, 0.7791, -2.3433], [1.2479, 0.8936, -2.4802], [1.8837, -0.3703, -2.4857], [2.0451, -1.0576, -1.3320], [1.7425, -0.5827, -0.0565], [1.9725, -1.3750, 1.0497], [2.4967, -2.6563, 0.9118], [2.7307, -3.5282, 2.0729], [3.2291, -4.6270, 2.0267], [2.3254, -2.9891, 3.2406], [2.8060, -3.1302, -0.3657], [2.5860, -2.3428, -1.4693], [-0.0419, 2.3096, 1.2426], [1.0293, 1.9297, 2.6835], [-0.3311, -1.1779, 3.3782], [-1.4012, -0.1140, 4.2698], [0.3498, 0.1975, 4.2682], [-3.8640, 0.6040, 0.2807], [-2.8924, -0.1073, -1.0253], [-2.9283, 2.8960, -0.6097], [-4.2850, 2.1211, -1.4273], [-2.8199, 2.9622, -3.0846], [-2.7528, 1.2055, -3.1477], [-0.5606, 2.6427, -3.3466], [-0.6636, 2.7595, -1.5921], [-0.5117, 0.3147, -1.3884], [-0.6337, 0.1268, -3.1413], [1.5020, 1.3274, -3.4521], [1.6649, 1.5385, -1.6975], [1.3261, 0.4004, 0.0926], [1.7450, -0.9957, 2.0324], [2.5078, -3.6138, 3.9593], [3.2162, -4.1235, -0.4640], [2.8205, -2.6919, -2.4624]],
  "forces_ev_per_a": [[-0.154, -0.068, -0.009], [0.163, 0.081, 0.150], [-0.079, 0.032, -0.013], [-0.240, -0.072, -0.015], [0.209, 0.001, 0.044], [0.292, 0.198, -0.138], [-0.715, 0.087, -0.003], [0.226, -0.337, -0.110], [0.060, 0.277, 0.225], [-0.066, -0.276, -0.114], [0.354, 0.114, -0.001], [-0.417, 0.236, 0.000], [0.160, -0.290, 0.024], [0.124, -0.253, 0.169], [-0.066, 0.297, -0.323], [0.123, -0.342, 0.006], [-0.089, 0.272, -0.129], [0.217, -0.540, 0.189], [-0.029, 0.069, -0.060], [-0.192, 0.355, 0.270], [-0.048, 0.053, 0.239], [-0.092, 0.204, -0.109], [-0.061, 0.058, -0.192], [0.134, -0.005, 0.183], [0.014, -0.109, 0.040], [0.003, -0.045, 0.079], [0.072, 0.003, 0.033], [0.181, -0.011, -0.200], [0.008, 0.028, 0.090], [-0.092, 0.057, 0.053], [-0.024, 0.021, 0.069], [-0.032, -0.056, -0.078], [-0.052, -0.014, -0.101], [0.046, 0.069, 0.015], [0.061, 0.128, 0.031], [-0.022, -0.090, -0.024], [-0.009, -0.040, -0.006], [-0.019, 0.014, 0.160], [0.024, -0.033, -0.058], [-0.056, 0.073, -0.050], [-0.054, 0.053, 0.091], [0.077, -0.070, -0.296], [0.038, -0.080, -0.024], [0.025, -0.050, -0.109]]
}



Q: Which ΔE to the lowest compared entry with this formula, charge and spin values were calculated for the entries above? A: 0.682 0.266 3.078 0.080, in eV.